24
Properties=species:S:1:pos:R:3:lowdin_charge:R:1 method="wB97M-V/def2-TZVPD" multiplicity=3 lumo_energy_ev="-0.42 / -1.20" e_tot_ha=-1037.8280 e_above_lowest_kcal_mol=12.46
S 0.7699 -2.4147 2.0925 0.847
C -2.3861 -1.3225 1.4781 -0.154
H -0.4698 1.0962 -2.5425 0.063
H -0.9535 2.1664 -1.1524 0.037
H -1.1502 -3.0792 0.7071 0.061
Si 0.8753 0.5449 -0.4109 0.494
C 1.1707 1.7945 1.1384 -0.177
C -2.0780 -2.4156 0.5249 -0.168
H 0.6146 2.7595 0.8263 0.042
H 2.9603 -0.7696 -0.3814 0.048
H 0.7653 1.2833 2.0224 0.006
H 2.9789 0.5134 -1.4970 0.032
C -1.5569 -1.0173 0.2240 -0.407
C 2.3089 -0.3127 -1.1949 -0.216
C -0.0450 1.6978 -1.6207 -0.217
H 2.2666 1.8760 1.2001 0.009
H -1.8800 -1.2122 2.4335 0.085
H -1.9956 -0.2527 -0.5398 0.151
H 0.5300 2.4687 -2.0891 0.007
H -2.9274 -2.9602 -0.0393 0.130
O 2.0195 -1.8942 2.6616 -0.631
H 1.9179 -1.1646 -1.8284 0.057
C -0.1165 -0.8305 0.4935 -0.190
H -3.3883 -0.9613 1.4474 0.091